{
  "formula": "H10O5",
  "method": "the ωB97M-V functional and the def2-TZVPD basis",
  "e_above_lowest_kj_mol": 84.1,
  "mol_weight_g_mol": 90.075,
  "e_homo_ha": -0.40245,
  "smiles": "O.O.O.O.O",
  "homo_lumo_gap_ev": 11.031,
  "elements": ["H", "H", "O", "H", "O", "H", "H", "H", "H", "O", "H", "H", "O", "O", "H"],
  "xyz": [[-0.18997, 0.15621, 0.23377], [1.52236, -0.73348, -1.26401], [-0.83986, -0.08430, 2.42491], [-0.22318, -0.64277, 2.91750], [0.59778, 0.65043, -0.03461], [-1.59746, -1.66397, 1.18395], [0.57695, 2.26143, -1.22847], [0.41788, 3.04084, -2.54497], [2.42111, -1.01187, -2.47327], [-2.10137, -2.07785, 0.47086], [-1.63245, -0.03976, 2.97664], [0.76634, 1.24765, 0.70501], [1.63300, -1.32947, -2.02046], [0.26489, 3.10836, -1.59691], [-1.61602, -2.88145, 0.25007]]
}